A cluster of 14 separate species, C88H196N8O16 in total. Source: the Open Molecules 2025 dataset; level of theory: ωB97M-V with the def2-TZVPD basis set.

The geometry in XYZ format:
```
308
Properties=species:S:1:pos:R:3:forces:R:3
C 1.322168 1.879320 4.368427 -0.352 -0.554 -1.045
C 1.007886 3.120399 5.153096 -1.280 1.400 0.471
C 1.265754 4.357187 4.239860 0.644 -0.733 1.782
C 0.836634 5.651481 4.908250 -0.997 0.094 -0.455
C -0.701628 5.564656 5.238752 1.181 -1.077 -0.932
C -1.052501 4.299843 6.054165 -0.081 0.688 2.439
N -0.481340 3.181847 5.388168 0.691 -2.270 -1.336
O -0.834976 1.907692 6.043749 0.457 0.861 0.326
C -0.527411 4.525404 7.550758 -0.956 0.020 -0.355
C -2.569594 4.094051 6.115148 -0.210 1.064 0.395
C 1.817667 3.227801 6.458840 1.187 -0.052 -1.385
H 2.384702 1.860955 4.141124 0.226 -0.177 0.283
H 0.840963 1.880875 3.350875 0.019 0.028 0.969
H 1.016966 0.971661 4.906847 0.388 0.191 -0.217
H 2.348081 4.382503 4.095670 0.001 -0.049 -0.537
H 0.709580 4.091016 3.366277 -0.183 0.465 -0.995
H 1.108458 6.498407 4.257489 -0.577 -0.166 0.028
H 1.444150 5.837891 5.787730 -0.096 -0.114 0.334
H -1.226108 5.444864 4.267002 0.063 0.498 0.530
H -1.025890 6.407893 5.814430 -0.381 0.634 0.009
H -1.160241 5.293711 8.055233 0.519 -0.431 -0.429
H -0.508993 3.631473 8.207458 -0.276 0.313 -0.664
H 0.488498 4.859286 7.451838 0.181 0.481 0.462
H -2.847282 3.297248 6.816315 0.074 -0.076 -0.472
H -3.054798 4.987788 6.540271 0.317 -0.069 -0.093
H -2.991843 3.999501 5.115128 -0.007 -0.457 0.061
H 2.675429 2.581732 6.386911 0.563 -0.228 -0.244
H 1.312402 2.864630 7.304811 -0.829 -0.223 1.030
H 2.220926 4.236638 6.601921 -0.264 -0.291 0.237
H -1.762306 1.746349 5.830866 -0.193 0.327 -0.071
C -2.658910 3.177283 -5.196486 -0.235 0.823 -1.893
C -3.165092 2.591228 -6.533619 0.269 -0.810 -1.386
C -4.658453 2.913959 -6.767930 0.456 -0.588 0.705
C -5.068443 2.614789 -8.162251 0.248 0.245 -1.397
C -4.309680 3.458392 -9.213803 3.115 -1.316 1.203
C -2.694856 3.132724 -9.115928 -2.360 0.127 0.716
N -2.338382 3.200299 -7.619743 -0.703 0.925 -1.760
O -0.995812 2.736200 -7.540895 0.176 0.584 0.568
C -2.353771 1.810642 -9.800526 -0.135 -0.852 1.262
C -1.985468 4.255799 -9.856684 -0.475 0.503 0.420
C -2.990458 1.050912 -6.580496 -1.070 -0.472 1.107
H -3.222119 2.670063 -4.433592 0.140 -0.108 0.768
H -2.978856 4.251408 -5.263093 0.686 -0.783 0.536
H -1.551934 3.045817 -5.151839 -1.068 0.193 0.431
H -5.243708 2.195333 -6.157111 0.311 0.702 0.261
H -4.937872 3.937548 -6.536195 0.208 0.201 0.373
H -6.082801 2.930269 -8.282258 -1.042 -0.313 0.035
H -4.997133 1.506398 -8.283337 -0.049 0.932 -0.625
H -4.372864 4.550486 -9.085784 -0.481 -0.433 0.154
H -4.561278 3.167254 -10.213104 -0.435 0.057 -0.633
H -3.043772 0.990609 -9.595703 -0.310 0.132 0.258
H -2.318529 1.871245 -10.863396 0.083 0.461 -0.884
H -1.393050 1.442269 -9.446189 0.219 0.161 -0.113
H -0.945808 4.039127 -10.064730 0.338 0.105 0.234
H -2.457650 4.482672 -10.815221 -0.125 -0.395 -0.068
H -2.140886 5.161312 -9.264277 0.543 0.067 0.006
H -2.853339 0.755114 -5.529624 -0.061 -0.396 -0.375
H -2.119858 0.744133 -7.113930 0.693 0.004 -0.332
H -3.842380 0.435455 -6.996244 0.675 0.914 0.460
H -0.552073 3.561152 -7.291717 0.205 -0.422 -0.121
C 4.801036 -3.193642 4.136523 -2.229 -0.204 1.623
C 4.249089 -3.131490 5.636035 -0.831 -1.410 -0.215
C 5.084727 -3.935209 6.704252 1.787 0.459 -1.320
C 4.726973 -3.657059 8.147015 -1.938 1.273 -0.562
C 4.670659 -2.117260 8.361261 0.947 0.482 0.267
C 3.717188 -1.331749 7.437464 -0.389 -1.012 -0.693
N 4.130801 -1.715319 6.038736 -0.018 0.201 0.538
O 3.160743 -1.125077 5.212436 -0.828 -0.095 -0.473
C 2.195658 -1.649106 7.778535 2.165 0.175 0.737
C 3.936527 0.173860 7.567748 0.270 -0.244 0.803
C 2.877609 -3.945410 5.700583 0.703 0.736 0.757
H 5.813294 -2.909888 4.065003 1.318 0.152 -0.029
H 4.201748 -2.534836 3.476855 0.209 -0.355 0.477
H 4.599625 -4.227722 3.852073 0.500 0.058 -0.370
H 5.008772 -5.021912 6.508095 -0.094 0.515 -0.159
H 6.193853 -3.704661 6.612468 -1.119 -0.063 -0.140
H 5.480072 -4.164219 8.718196 0.112 -0.010 0.839
H 3.694423 -4.039590 8.387047 1.183 -0.035 0.056
H 5.682103 -1.672594 8.155552 -0.640 -0.481 0.300
H 4.406611 -1.849394 9.395186 0.151 -0.206 -0.145
H 1.475857 -1.335302 7.069373 -0.394 0.478 -0.985
H 2.142718 -2.720191 7.871358 -0.530 -0.185 0.492
H 1.982966 -1.118621 8.718756 -0.041 -0.510 -0.106
H 3.461708 0.719594 6.779419 -0.498 0.111 -0.482
H 3.474234 0.469375 8.508486 0.049 0.266 0.079
H 4.978290 0.506598 7.586358 0.046 -0.430 0.057
H 2.739029 -4.097129 6.788604 -0.462 -0.329 -0.933
H 2.993698 -4.923107 5.219533 0.013 0.230 0.041
H 2.005877 -3.425541 5.308459 0.076 0.124 -0.158
H 3.626833 -0.502901 4.652205 0.430 0.467 -0.440
C -4.094079 -0.591865 2.683583 0.072 0.800 -0.263
C -3.879340 -0.142112 4.176741 -0.811 0.410 -1.267
C -5.081706 -0.741148 4.943064 0.538 0.515 0.139
C -4.889468 -2.225246 5.129815 -0.436 -0.013 0.420
C -3.563798 -2.572992 5.774244 -0.169 -0.960 -0.671
C -2.391555 -1.943088 5.037695 2.079 -1.344 0.526
N -2.606905 -0.555852 4.782324 -2.111 0.892 0.734
O -1.549855 -0.000071 4.075440 0.873 0.321 -0.407
C -1.213448 -1.945166 6.065756 0.322 -0.575 -0.163
C -1.978653 -2.695773 3.710007 -0.802 1.014 0.759
C -3.892202 1.385658 4.230708 0.356 0.608 0.725
H -4.904583 -0.020639 2.156669 0.535 -0.301 0.807
H -4.385573 -1.629776 2.668440 0.011 -0.199 -0.135
H -3.209725 -0.472637 2.043284 0.004 -0.069 0.359
H -5.178916 -0.193190 5.880606 -0.053 -0.152 0.263
H -6.004669 -0.590394 4.368987 0.238 0.289 0.038
H -5.006651 -2.659201 4.134155 0.189 -0.441 0.216
H -5.671755 -2.641685 5.759023 -0.335 -0.034 -0.078
H -3.446419 -3.678348 5.660665 0.122 0.676 0.409
H -3.544260 -2.333225 6.857104 -0.081 0.053 -0.635
H -1.485238 -1.346970 6.956626 0.129 -0.162 -0.526
H -0.922787 -2.957793 6.421830 -0.394 0.399 -0.330
H -0.317254 -1.532522 5.591196 -0.039 0.068 0.165
H -1.283028 -3.478409 3.882626 0.539 -0.720 0.427
H -2.854225 -3.113585 3.207004 0.114 0.095 -0.109
H -1.464337 -1.964131 3.087402 -0.190 -0.149 -0.190
H -3.744229 1.795369 5.266234 0.009 -0.704 -0.695
H -4.847644 1.821728 3.939096 -0.041 -0.179 -0.406
H -3.069312 1.773461 3.602359 -0.561 -0.005 0.270
H -1.068648 0.511233 4.753028 0.094 -0.038 -0.436
C -4.764802 -0.798047 -4.106702 -0.934 -0.948 0.927
C -4.821305 -1.082252 -2.572374 1.546 1.888 -0.507
C -5.942047 -0.177533 -2.041384 0.383 0.506 -1.147
C -6.279039 -0.456498 -0.600526 -0.560 -0.635 -0.013
C -6.745675 -1.935003 -0.449698 0.534 0.346 -0.495
C -5.646688 -2.910716 -0.943841 0.455 0.394 -0.233
N -5.197916 -2.427571 -2.309961 -1.372 -1.183 0.682
O -4.311851 -3.331972 -2.890042 -0.818 -0.363 -1.049
C -4.413306 -3.064380 0.012115 0.850 0.319 -1.499
C -6.238039 -4.310187 -1.106041 -0.828 0.551 -1.344
C -3.387375 -0.612901 -2.034667 -1.540 -0.400 0.342
H -5.682919 -1.196959 -4.535011 -0.141 0.091 -0.221
H -3.949181 -1.270209 -4.609178 0.698 -0.336 -0.119
H -4.700081 0.259621 -4.291227 -0.040 0.492 0.025
H -5.623231 0.871981 -2.301790 -0.379 -0.764 0.731
H -6.807867 -0.383115 -2.697897 0.081 0.105 0.384
H -7.038623 0.258882 -0.243159 0.323 -0.338 0.119
H -5.375399 -0.396535 -0.005680 0.158 0.460 0.350
H -7.648510 -2.129591 -1.079271 0.460 0.184 0.745
H -6.893415 -2.148949 0.620586 -0.407 -0.045 -0.403
H -4.494939 -2.673798 1.016319 -0.202 0.365 0.013
H -4.149022 -4.115040 0.104598 -0.051 -0.165 0.094
H -3.539203 -2.608438 -0.532689 -0.631 -0.252 1.074
H -6.988049 -4.329800 -1.923756 0.256 0.167 0.449
H -5.465981 -4.982977 -1.418424 0.421 -0.544 0.009
H -6.720235 -4.667917 -0.208530 0.039 -0.001 0.445
H -3.198381 0.390766 -2.410734 0.185 -0.019 -0.171
H -2.610155 -1.317047 -2.333120 0.051 0.084 -0.070
H -3.422900 -0.546440 -0.943873 0.267 -0.025 -0.036
H -3.543147 -3.477388 -2.342995 1.105 0.054 0.650
C -5.153515 5.561189 0.693065 1.165 0.184 -0.667
C -3.946672 4.596984 0.979131 0.367 2.176 -1.554
C -4.407913 3.189885 0.832520 -0.158 -1.886 -0.530
C -3.265135 2.134753 0.661487 -0.275 0.257 -1.004
C -2.475176 2.593304 -0.567854 0.118 0.202 -0.220
C -1.841653 3.973367 -0.439868 -0.641 0.574 1.455
N -2.940078 4.945052 -0.129084 -0.029 -1.094 0.759
O -2.404907 6.233903 0.048634 -0.497 0.404 -0.369
C -0.683524 3.909572 0.607095 0.101 -0.159 -0.310
C -1.266055 4.380732 -1.755593 -0.030 -0.665 -0.520
C -3.497244 4.891459 2.398750 -0.474 0.096 -0.222
H -5.544519 5.434561 -0.326531 0.573 0.228 0.069
H -4.866416 6.612385 0.901824 -0.132 -0.603 -0.375
H -5.986788 5.330185 1.298454 -0.869 -0.398 1.150
H -4.935520 2.975560 1.758833 -0.443 -0.213 -0.029
H -5.129933 3.061650 -0.044090 0.927 0.235 1.081
H -3.705275 1.149225 0.432212 0.055 0.418 0.179
H -2.601538 1.963960 1.521390 -0.372 0.380 -0.004
H -3.158294 2.618824 -1.436578 0.265 -0.089 0.215
H -1.610124 1.981023 -0.831720 -0.234 -0.659 0.032
H -0.956755 3.196861 1.416607 0.279 0.935 -0.035
H 0.186856 3.468731 0.078848 -0.301 0.244 0.271
H -0.312417 4.922581 0.942489 -0.486 -1.167 -0.003
H -2.066866 4.502805 -2.462878 -0.380 0.278 -0.385
H -0.710801 5.289136 -1.663401 0.472 0.543 -0.141
H -0.647950 3.562850 -2.132442 0.270 0.220 0.023
H -2.999608 5.841530 2.466326 0.291 0.491 -0.002
H -2.896350 4.140624 2.875198 0.402 -0.555 0.074
H -4.434606 4.994334 2.934547 -0.001 -0.045 0.581
H -1.664809 6.214981 0.665442 0.101 -0.313 0.344
C 1.136748 -0.544126 -3.645456 0.091 -0.232 -0.472
C 1.522141 0.849382 -4.234669 -0.853 -1.086 0.510
C 1.474592 1.772613 -3.033265 -0.460 0.514 0.128
C 2.041833 3.123157 -3.321444 0.135 1.530 -2.370
C 3.488956 2.922973 -3.920825 -0.859 0.573 1.219
C 3.523258 2.030420 -5.164288 0.906 -0.546 1.456
N 2.925958 0.729693 -4.718960 -1.345 0.668 0.092
O 2.880764 -0.216109 -5.766019 -0.401 0.345 -0.804
C 2.913172 2.750961 -6.329777 -0.468 -0.134 -0.064
C 4.976306 1.660383 -5.438966 0.070 0.311 -1.798
C 0.426813 1.280000 -5.298485 0.324 -2.945 1.201
H 1.938457 -0.947607 -2.985645 -0.252 0.246 -0.666
H 0.934656 -1.235615 -4.487409 0.099 0.069 0.750
H 0.250823 -0.470439 -2.990160 0.105 0.092 -0.493
H 0.445830 1.903372 -2.651663 0.228 -0.428 -0.303
H 2.034017 1.308469 -2.225479 0.194 -0.128 0.193
H 2.069531 3.719865 -2.426479 0.220 0.329 0.473
H 1.353093 3.742872 -4.037754 1.137 -1.144 1.068
H 3.998498 2.450558 -3.054243 0.334 0.075 -0.751
H 4.004887 3.874218 -4.169622 -0.372 -0.419 0.267
H 2.079957 3.394620 -6.059683 -0.214 -0.224 -0.061
H 3.643743 3.391239 -6.771046 0.678 0.473 -0.300
H 2.648749 2.033049 -7.084094 -0.441 -0.202 -0.555
H 5.569413 2.545524 -5.748040 -0.351 -0.412 0.105
H 5.400580 1.265413 -4.548135 0.480 -0.515 0.658
H 5.016338 0.895995 -6.263133 0.113 0.715 0.789
H 0.349231 2.305329 -5.406547 0.114 1.846 -0.528
H -0.506067 0.936261 -4.849784 -0.165 0.155 0.157
H 0.383875 0.733950 -6.261855 0.495 0.507 0.269
H 2.092638 0.050166 -6.296556 0.716 -0.387 0.132
C 4.216308 -2.026525 -0.564163 -0.736 0.202 -0.117
C 5.450646 -2.307604 -1.439204 -0.207 -0.094 2.417
C 5.784501 -3.790839 -1.237596 -0.910 0.066 -0.270
C 6.810976 -4.296023 -2.209765 0.226 0.003 -0.112
C 6.279315 -4.073253 -3.606027 0.144 1.898 1.115
C 5.971204 -2.554018 -3.829438 1.633 0.252 -1.506
N 5.119064 -2.013949 -2.786490 -0.020 0.049 -1.031
O 5.105870 -0.584331 -2.905715 -1.608 -0.333 -1.054
C 7.352372 -1.812582 -4.071566 0.722 -0.450 -0.504
C 5.266446 -2.480225 -5.186978 -1.412 -1.320 -0.071
C 6.571197 -1.440965 -0.858689 -0.350 0.592 0.150
H 3.371533 -2.729912 -0.711428 0.463 0.182 -0.349
H 3.848027 -1.015109 -0.825810 0.209 -0.380 0.473
H 4.460001 -2.107477 0.504102 0.034 0.316 -0.250
H 6.055326 -3.873904 -0.191290 0.109 -0.339 0.189
H 4.822232 -4.296397 -1.410097 0.270 -0.315 0.201
H 7.152809 -5.321425 -2.087285 -0.380 -0.251 0.293
H 7.702000 -3.712665 -2.085837 0.712 0.354 0.082
H 5.374957 -4.638780 -3.706662 -0.462 -0.486 -0.571
H 7.052394 -4.274041 -4.314400 0.162 -0.698 -0.782
H 7.311133 -0.675109 -4.141628 -0.075 -1.677 0.241
H 8.138266 -2.169510 -3.371982 -0.522 0.724 0.020
H 7.758849 -2.238824 -5.044550 -0.639 0.812 0.842
H 5.829371 -3.071346 -5.946679 -0.160 0.804 0.412
H 4.332543 -3.068361 -5.050105 0.192 0.393 -0.195
H 4.937778 -1.500614 -5.556438 0.552 -0.149 0.172
H 6.566143 -1.485855 0.224519 0.072 -0.411 0.258
H 6.413965 -0.368392 -1.058120 0.290 -0.526 -0.367
H 7.503802 -1.820856 -1.220538 0.819 0.323 -0.172
H 4.272198 -0.480670 -3.435940 0.817 0.598 0.475
C -1.424947 -1.936683 -6.232241 -0.649 0.053 -1.095
C -2.651397 -2.869891 -6.393359 -0.083 1.226 -1.002
C -2.634367 -3.698930 -7.710778 -0.239 1.077 -0.309
O -2.797088 -3.708448 -5.286995 -0.050 -0.685 0.818
H -0.555779 -2.552734 -6.089760 0.563 -0.196 0.372
H -1.513965 -1.144399 -5.467788 -0.093 -0.700 -0.098
H -1.284932 -1.420842 -7.199609 0.020 -0.067 0.320
H -3.525377 -2.198078 -6.514966 0.109 -0.357 0.280
H -1.728172 -4.269063 -7.901434 0.157 -0.102 0.343
H -2.749214 -3.007583 -8.595161 0.067 -0.565 0.903
H -3.495175 -4.372945 -7.707926 0.156 0.026 0.013
H -3.451544 -3.403176 -4.626518 0.109 0.067 -0.372
C 0.785466 -4.960288 2.230895 2.101 1.232 0.002
C 0.140323 -6.296627 2.484732 -0.451 -0.230 0.164
C -0.704340 -6.249491 3.748556 -0.289 0.916 0.074
O -0.709700 -6.625702 1.357364 0.176 -1.338 0.906
H 1.676713 -5.090933 1.595881 -0.187 -0.140 0.008
H 1.243899 -4.541309 3.189408 -0.927 -0.387 -1.108
H 0.235957 -4.154689 1.674168 -0.250 -0.983 0.918
H 0.899726 -7.107090 2.604893 -0.209 0.674 -0.217
H -0.100474 -6.048504 4.654617 -0.210 0.057 -0.493
H -1.218160 -7.187192 3.916332 -0.261 -0.252 -0.009
H -1.446922 -5.426811 3.592501 0.444 -0.837 0.405
H -0.999796 -7.545409 1.587273 0.075 1.178 -0.716
C 1.810940 -1.080483 1.810306 0.794 1.333 1.908
C 1.162567 -0.589871 0.534625 -0.272 -0.564 -0.550
C -0.286368 -1.143743 0.390243 0.404 -0.225 -0.557
O 1.210308 0.856402 0.483505 0.333 -0.193 -0.125
H 1.880809 -2.134662 1.786182 0.433 -1.319 -0.232
H 1.261163 -0.904703 2.765902 -0.409 0.250 -0.863
H 2.819142 -0.640643 2.108331 -0.953 -0.517 -1.119
H 1.752404 -0.952957 -0.352263 -0.449 0.432 0.861
H -0.737547 -0.855857 -0.588931 0.342 -0.214 0.632
H -0.892590 -0.738251 1.188340 -0.307 0.236 0.329
H -0.355271 -2.265582 0.493145 0.363 1.132 -0.242
H 0.349211 1.265520 0.547882 -0.523 -0.158 0.051
C -1.895576 -6.209875 -2.559246 1.430 0.087 -0.368
C -1.130294 -5.082463 -1.874836 -0.480 1.128 -1.997
C 0.313360 -4.955387 -2.277666 0.394 1.748 -0.096
O -1.767563 -3.822443 -2.376354 0.945 -1.659 -1.526
H -1.392052 -7.185615 -2.365831 -0.504 0.570 -0.236
H -1.870149 -5.959567 -3.663214 -0.337 -0.668 1.072
H -2.888884 -6.192842 -2.144010 -0.543 -0.283 -0.257
H -1.246961 -5.086702 -0.824950 -0.154 -0.033 1.190
H 0.732167 -4.030650 -1.775078 -0.231 -1.118 -0.472
H 0.424157 -4.778044 -3.367887 -0.254 -0.128 0.441
H 0.895771 -5.814579 -2.049093 0.563 -0.746 0.448
H -1.644583 -4.010776 -3.376118 -0.655 1.183 1.882
C 6.391781 1.035920 5.142012 0.262 2.301 -0.671
C 5.956352 1.266058 3.689838 0.420 0.123 0.149
O 4.646868 0.809021 3.457863 -1.464 0.517 0.189
O 6.581560 -0.259126 5.500458 1.061 -1.480 0.108
H 5.627164 1.538209 5.739162 0.043 0.156 0.409
H 7.384112 1.530919 5.302866 -0.845 -0.032 -0.175
H 6.525007 0.626076 3.078386 1.520 -0.632 -0.839
H 6.086992 2.303759 3.310126 -0.037 -0.408 0.650
H 4.217619 1.469390 2.879904 -0.103 -0.490 -0.013
H 5.782050 -0.755715 5.691677 -0.947 -0.238 0.051
C 3.917312 3.001875 0.219360 -0.529 -0.340 -0.411
C 3.765085 4.504308 0.390757 -0.355 -0.335 -0.448
O 2.437474 4.736330 0.716801 -1.678 0.308 0.647
O 3.360100 2.356710 1.359285 1.196 0.633 0.878
H 4.931435 2.662724 0.115808 0.653 0.008 -0.049
H 3.374978 2.687775 -0.702945 0.213 0.208 0.615
H 3.880329 5.011265 -0.550497 0.521 0.122 -0.585
H 4.389405 5.004286 1.113963 0.748 -0.279 0.432
H 2.190030 4.128239 1.436730 0.255 0.273 -0.253
H 2.549731 1.897430 1.175774 -0.918 -0.743 -0.681
```
Forces are in eV/Å.

As for the LUMO energy: 0.53 eV. The molecular weight comes out at 1622.58 g/mol. The HOMO energy is -8.2 eV. The maximum force is 3.59 eV Å⁻¹.